No. 1
DFT (ωB97M-V/def2-TZVPD) results for C18H57O23P5 as an isolated structure at a distorted geometry.

The HOMO energy is -8.808 eV. The LUMO energy is 0.37 eV. The total energy comes out at -4156.9893 a.u. The energy above the lowest of the compared OMol25 structures with the same formula, charge and spin comes out at 455.1 kcal per mole. The calculation puts the frontier orbital gap at 9.17 eV.

Geometry as ORCA input:
```
! RIJCOSX wB97M-V def2-TZVPD def2/J DEFGRID3
* xyz 0 1
C -2.796 -1.819 3.116
O -1.777 -1.713 4.115
H -2.976 -2.809 2.698
H -3.646 -1.310 3.571
H -2.469 -1.115 2.350
H -1.163 -2.451 4.098
C -0.233 1.513 -1.759
O 0.716 0.770 -0.907
H -0.010 1.403 -2.820
H -1.182 0.992 -1.633
H -0.294 2.563 -1.474
H 1.363 0.347 -1.477
C -0.502 -0.793 1.009
O -0.668 0.589 0.812
H 0.485 -1.034 1.404
H -1.346 -1.089 1.632
H -0.622 -1.394 0.107
H -0.280 0.697 -0.060
C -0.756 2.384 4.704
O 0.485 2.533 4.025
P 1.710 1.473 4.346
O 1.841 0.932 5.705
O 3.069 2.149 3.834
C 3.159 2.476 2.421
O 1.556 0.325 3.206
C 0.876 -0.873 3.577
H -0.732 1.438 5.246
H -1.544 2.503 3.960
H -0.768 3.123 5.505
H 2.301 3.038 2.054
H 3.372 1.596 1.813
H 4.036 3.104 2.268
H 1.591 -1.633 3.891
H 0.195 -1.235 2.806
H 0.255 -0.728 4.462
C 2.540 -0.996 1.981
O 1.936 -0.713 0.728
P 2.849 -0.772 -0.584
O 2.198 -0.539 -1.882
O 4.042 0.242 -0.283
C 3.877 1.685 -0.373
O 3.672 -2.191 -0.462
C 3.171 -3.418 -0.962
H 3.539 -1.432 1.952
H 1.936 -1.637 2.623
H 2.574 -0.005 2.432
H 4.482 2.126 -1.165
H 4.092 2.088 0.617
H 2.853 1.937 -0.649
H 3.486 -4.231 -0.308
H 3.697 -3.734 -1.863
H 2.095 -3.436 -1.135
C -5.111 -4.475 0.237
O -4.700 -3.385 -0.542
P -4.824 -1.835 -0.010
O -4.782 -1.597 1.448
O -3.692 -1.095 -0.880
C -2.445 -0.726 -0.361
O -6.112 -1.238 -0.874
C -6.179 0.147 -1.327
H -4.182 -4.971 0.519
H -5.700 -5.162 -0.370
H -5.656 -4.349 1.173
H -2.230 -0.978 0.678
H -2.458 0.363 -0.323
H -1.645 -1.040 -1.032
H -5.499 0.776 -0.753
H -7.148 0.647 -1.320
H -5.886 0.293 -2.367
C 2.397 -1.002 -4.704
O 2.317 -2.368 -4.346
P 0.900 -3.061 -3.881
O 1.106 -4.248 -3.033
O 0.029 -1.866 -3.248
C 0.170 -1.594 -1.875
O 0.268 -3.243 -5.358
C -0.568 -4.234 -5.822
H 3.009 -0.905 -5.601
H 3.101 -0.561 -3.999
H 1.455 -0.458 -4.633
H 0.869 -2.311 -1.446
H -0.705 -1.735 -1.241
H 0.431 -0.541 -1.769
H -0.611 -4.154 -6.908
H -1.566 -4.238 -5.383
H -0.206 -5.218 -5.522
C -0.434 2.315 1.479
O 0.009 3.662 1.204
P 0.408 4.137 -0.367
O -0.794 4.046 -1.220
O 1.036 5.658 -0.132
C 0.210 6.718 0.133
O 1.738 3.298 -0.853
C 2.021 3.232 -2.188
H -1.230 2.057 0.781
H -0.482 1.916 2.492
H 0.515 1.894 1.145
H -0.850 6.660 -0.114
H 0.706 7.621 -0.225
H 0.120 6.846 1.211
H 2.785 3.910 -2.568
H 1.171 3.123 -2.862
H 2.635 2.341 -2.320
*
```

Mulliken atomic charge list, values in e, 99 entries: C -0.5684; O -0.5393; H 0.3351; H 0.4121; H 0.8253; H 0.3613; C -1.3194; O -0.0820; H 0.1975; H 0.4422; H 0.2136; H 0.4102; C -0.8842; O -0.8362; H 0.2540; H -0.3036; H -1.0173; H 1.1903; C -0.6941; O -0.2532; P 0.6455; O -0.8133; O -0.5351; C -0.5393; O 0.4527; C -1.4633; H 0.3255; H 0.2534; H 0.2976; H 0.4079; H -0.2152; H 0.5398; H 0.2925; H 0.4871; H 0.8798; C -0.8909; O -0.8994; P 0.5244; O 0.4425; O -0.6402; C 0.6509; O -0.4042; C -0.7785; H 0.4958; H 0.1786; H -0.0908; H 0.4214; H 0.5653; H -0.9402; H 0.3523; H 0.3214; H 0.4257; C -0.7831; O -0.2811; P 1.1930; O -0.6642; O -0.4196; C 0.5746; O -0.4830; C -0.5079; H 0.2772; H 0.2767; H 0.3386; H 1.2994; H 0.0173; H -0.6761; H 0.2003; H 0.2882; H 0.2773; C -0.5763; O -0.3242; P 1.2114; O -0.7436; O -0.3675; C 0.9835; O -0.3535; C -0.7081; H 0.4442; H 0.0659; H 0.2853; H -0.7369; H 0.4621; H 0.2036; H 0.2606; H 0.2805; H 0.3168; C 1.1125; O -0.5086; P 0.7648; O -0.7611; O -0.3434; C -0.8315; O -0.3487; C -0.6447; H 1.2218; H -1.1355; H -0.7252; H 0.3378; H 0.2637

No. 2
DFT (ωB97M-V/def2-TZVPD) results for C18H58ClNO12S9Si2 as an isolated structure at a distorted geometry.

The HOMO energy is -7.927 eV. The LUMO energy is -0.30 eV. The total energy comes out at -6300.8896 a.u. The energy above the lowest of the compared OMol25 structures with the same formula, charge and spin comes out at 0.0 kcal per mole. The calculation puts the frontier orbital gap at 7.62 eV.

Geometry as ORCA input:
```
! RIJCOSX wB97M-V def2-TZVPD def2/J DEFGRID3
* xyz 0 1
O -1.877 -4.659 2.584
N -1.075 -3.851 2.301
O -1.660 -2.669 1.809
Si -2.082 -2.723 0.151
Cl -3.738 -1.447 -0.073
O -2.534 -4.251 -0.358
Si -1.283 -5.115 -1.138
H -0.990 -2.150 -0.642
H 0.050 -4.733 -0.665
H -1.480 -6.542 -0.790
H -1.390 -5.034 -2.608
C -2.138 3.043 0.212
S -2.970 2.348 -1.228
O -2.011 2.431 -2.368
C -4.152 3.686 -1.443
H -1.322 2.377 0.489
H -1.739 4.027 -0.036
H -2.846 3.116 1.038
H -3.617 4.626 -1.586
H -4.799 3.746 -0.567
H -4.754 3.473 -2.322
C -7.894 6.634 -4.258
S -6.327 5.750 -4.353
O -6.384 4.663 -3.332
C -5.325 7.073 -3.653
H -8.677 5.965 -4.611
H -8.094 6.921 -3.225
H -7.851 7.515 -4.899
H -5.698 7.333 -2.662
H -5.358 7.939 -4.314
H -4.301 6.712 -3.578
C 0.627 0.634 5.774
S 0.648 -0.118 4.139
O 0.934 0.970 3.157
C -1.121 -0.443 4.060
H 1.640 0.957 6.009
H -0.042 1.494 5.780
H 0.299 -0.100 6.510
H -1.674 0.490 4.177
H -1.398 -1.150 4.843
H -1.332 -0.877 3.088
C 2.445 -2.089 1.311
S 3.113 -2.681 -0.253
O 2.179 -3.739 -0.757
C 4.529 -3.530 0.465
H 1.518 -1.555 1.102
H 2.251 -2.932 1.974
H 3.159 -1.408 1.774
H 4.189 -4.270 1.191
H 5.174 -2.800 0.954
H 5.073 -4.020 -0.342
C 5.786 -5.241 4.347
S 5.296 -3.541 4.676
O 4.407 -3.109 3.557
C 6.914 -2.813 4.357
H 4.912 -5.879 4.448
H 6.169 -5.314 3.328
H 6.552 -5.543 5.063
H 7.231 -3.055 3.342
H 7.632 -3.196 5.082
H 6.826 -1.733 4.466
C -2.142 1.901 -6.469
S -2.472 3.540 -5.805
O -3.444 4.204 -6.728
C -0.848 4.218 -6.180
H -3.053 1.312 -6.372
H -1.856 1.979 -7.517
H -1.343 1.435 -5.893
H -0.657 4.143 -7.250
H -0.088 3.670 -5.624
H -0.838 5.264 -5.875
C 0.439 3.582 10.639
S 0.819 2.953 8.995
O -0.202 1.913 8.677
C 2.323 2.085 9.473
H -0.502 4.127 10.580
H 0.338 2.750 11.336
H 1.233 4.256 10.961
H 2.095 1.355 10.250
H 3.059 2.806 9.830
H 2.711 1.575 8.593
C 1.913 2.566 -10.808
S 0.567 3.237 -9.817
O 0.483 2.408 -8.580
C -0.760 2.695 -10.905
H 2.846 2.758 -10.282
H 1.775 1.492 -10.933
H 1.930 3.064 -11.778
H -0.719 1.611 -11.022
H -0.660 3.188 -11.872
H -1.707 2.979 -10.447
C 1.939 -8.741 2.414
S 2.947 -7.332 1.922
O 3.335 -6.599 3.164
C 1.614 -6.382 1.183
H 2.577 -9.444 2.947
H 1.134 -8.405 3.069
H 1.531 -9.220 1.524
H 0.828 -6.224 1.924
H 1.221 -6.911 0.314
H 2.015 -5.421 0.863
*
```

Mulliken atomic charge list, values in e, 99 entries: O -0.3114; N 0.3001; O -0.0473; Si 0.4990; Cl -0.2854; O -0.2249; Si 0.4305; H -0.0566; H -0.0177; H -0.1726; H -0.1516; C -0.9866; S 0.5980; O -0.6065; C -1.0140; H 0.3258; H 0.3273; H 0.3527; H 0.2623; H 0.4158; H 0.3313; C -0.9891; S 0.5980; O -0.6118; C -0.9410; H 0.3195; H 0.2916; H 0.3656; H 0.3139; H 0.4056; H 0.2606; C -1.1279; S 0.7283; O -0.6568; C -0.6995; H 0.3119; H 0.3445; H 0.3653; H 0.3760; H 0.3829; H -0.0128; C -0.7993; S 0.2724; O -0.5195; C -0.6019; H 0.2955; H 0.2920; H 0.4112; H -0.0569; H 0.3260; H 0.4224; C -0.7795; S 0.3362; O -0.4406; C -0.9726; H 0.1873; H 0.2524; H 0.4346; H 0.2711; H 0.3916; H 0.3258; C -0.8670; S 0.7646; O -0.7245; C -0.7335; H 0.3239; H 0.1569; H 0.3450; H 0.0355; H 0.3424; H 0.3429; C -0.9718; S 0.5388; O -0.5899; C -0.8775; H 0.3189; H 0.3071; H 0.3687; H 0.3081; H 0.3678; H 0.2506; C -0.9724; S 0.4902; O -0.5744; C -1.0059; H 0.3334; H 0.2983; H 0.3796; H 0.3123; H 0.4388; H 0.3057; C -1.0253; S 0.4665; O -0.5846; C -0.5188; H 0.3480; H 0.2995; H 0.3889; H 0.2528

No. 3
DFT (ωB97M-V/def2-TZVPD) results for a 12-piece molecular cluster, C18H58F6O11P overall at a distorted geometry.

The HOMO energy is -8.158 eV. The LUMO energy is 1.96 eV. The total energy comes out at -2488.9749 a.u. The energy above the lowest of the compared OMol25 structures with the same formula, charge and spin comes out at 1.8 kcal per mole. The calculation puts the frontier orbital gap at 10.12 eV.

Geometry as ORCA input:
```
! RIJCOSX wB97M-V def2-TZVPD def2/J DEFGRID3
* xyz -1 1
P 0.036 0.216 1.304
F -0.152 -0.174 2.876
F -1.533 -0.101 1.066
F -0.381 1.736 1.684
F 0.116 0.569 -0.296
F 1.626 0.556 1.556
F 0.258 -1.314 0.873
C 2.781 4.886 4.682
O 3.229 6.127 5.243
H 3.083 4.654 3.660
H 3.007 4.023 5.309
H 1.694 4.950 4.620
H 4.173 6.001 5.364
C 1.042 5.999 -2.061
O 1.041 7.290 -2.607
H 0.564 5.917 -1.085
H 0.544 5.337 -2.769
H 2.026 5.547 -1.931
H 1.735 7.827 -2.218
C 1.713 -3.570 7.416
O 3.063 -4.011 7.579
H 1.546 -2.633 6.885
H 1.083 -4.392 7.077
H 1.342 -3.294 8.403
H 3.015 -4.946 7.367
C 6.064 -3.848 1.580
C 7.276 -3.658 0.650
C 8.372 -4.692 0.816
O 6.899 -3.539 -0.652
H 5.536 -4.776 1.360
H 5.397 -2.992 1.470
H 6.473 -3.893 2.589
H 7.616 -2.665 0.945
H 8.504 -4.858 1.885
H 9.364 -4.461 0.429
H 8.071 -5.600 0.292
H 6.178 -2.905 -0.659
C -5.056 2.763 -2.623
C -5.181 3.896 -1.655
C -6.523 4.723 -1.751
O -4.990 3.549 -0.330
H -4.105 2.248 -2.489
H -5.134 3.096 -3.658
H -5.836 2.029 -2.422
H -4.385 4.598 -1.902
H -6.632 5.523 -1.019
H -7.439 4.152 -1.595
H -6.533 5.275 -2.691
H -4.081 3.290 -0.163
C 5.817 1.455 -2.814
C 4.826 0.743 -3.784
C 5.549 0.103 -5.004
O 4.239 -0.311 -3.102
H 6.465 0.773 -2.264
H 5.276 2.042 -2.072
H 6.502 2.142 -3.310
H 4.102 1.439 -4.207
H 4.760 -0.253 -5.666
H 6.149 -0.783 -4.791
H 6.162 0.774 -5.605
H 3.520 0.062 -2.587
C -5.961 -5.254 4.632
C -5.137 -4.065 4.187
C -5.438 -2.850 5.120
O -3.800 -4.430 4.285
H -5.682 -6.138 4.059
H -7.026 -5.072 4.482
H -5.788 -5.546 5.667
H -5.357 -3.710 3.181
H -4.849 -1.941 4.992
H -5.266 -3.134 6.158
H -6.468 -2.496 5.081
H -3.218 -3.763 3.913
C -0.714 0.718 -6.752
C -0.756 -0.651 -7.445
C -1.820 -1.563 -6.869
O -0.964 -0.515 -8.826
H -0.426 0.581 -5.710
H -1.640 1.292 -6.772
H 0.064 1.358 -7.169
H 0.262 -1.001 -7.276
H -2.808 -1.120 -6.993
H -1.595 -1.710 -5.813
H -1.931 -2.496 -7.422
H -0.132 -0.312 -9.261
O -3.232 3.847 6.855
H -2.592 3.700 6.159
H -4.055 4.007 6.394
O -7.552 -0.061 1.166
H -6.751 0.454 1.072
H -7.500 -0.715 0.470
O -3.765 -3.661 -1.777
H -3.316 -3.066 -1.175
H -4.663 -3.331 -1.814
*
```

Partial atomic charges computed with the Mulliken method, in multiples of e: P 1.2117; F -0.3686; F -0.3849; F -0.3690; F -0.3679; F -0.3736; F -0.3539; C -0.4960; O -0.4998; H 0.2531; H 0.2561; H 0.1975; H 0.2901; C -0.4598; O -0.5079; H 0.2451; H 0.2056; H 0.2236; H 0.2943; C -0.5005; O -0.4901; H 0.2248; H 0.2337; H 0.2221; H 0.3108; C -1.3180; C 0.6196; C -1.2726; O -0.5394; H 0.3189; H 0.4151; H 0.3198; H 0.1902; H 0.3300; H 0.3189; H 0.3362; H 0.2796; C -1.1853; C 0.5798; C -1.2997; O -0.5607; H 0.3409; H 0.3271; H 0.2784; H 0.1741; H 0.3463; H 0.3184; H 0.3603; H 0.3234; C -1.1979; C 0.5629; C -1.3156; O -0.5358; H 0.2738; H 0.3199; H 0.3429; H 0.2450; H 0.3018; H 0.3266; H 0.3682; H 0.3104; C -1.3011; C 0.5560; C -1.2768; O -0.5653; H 0.3161; H 0.3677; H 0.3392; H 0.2181; H 0.3516; H 0.3226; H 0.3405; H 0.3330; C -1.2119; C 0.5685; C -1.2829; O -0.5637; H 0.3456; H 0.2997; H 0.3116; H 0.1961; H 0.3313; H 0.3654; H 0.3140; H 0.3271; O -0.6469; H 0.3296; H 0.3172; O -0.6347; H 0.3280; H 0.3041; O -0.6409; H 0.3363; H 0.3050